{
  "formula": "C27H43NO14PS",
  "method": "wB97M-V/def2-TZVPD",
  "relative_energy_kj_mol": 0.0,
  "e_homo_ev": -4.718,
  "e_lumo_ha": 0.0715,
  "e_tot_ev": -78977.1281,
  "charge": -1,
  "symbols": ["S", "C", "N", "P", "O", "C", "C", "O", "H", "H", "H", "H", "H", "H", "H", "O", "C", "O", "C", "C", "C", "H", "H", "H", "H", "H", "H", "O", "C", "O", "C", "C", "C", "H", "H", "H", "H", "H", "H", "O", "C", "O", "C", "C", "C", "H", "H", "H", "H", "H", "H", "O", "C", "O", "C", "C", "C", "H", "H", "H", "H", "H", "H", "O", "C", "O", "C", "C", "C", "H", "H", "H", "H", "H", "H", "O", "C", "O", "C", "C", "C", "H", "H", "H", "H", "H", "H"],
  "positions_angstrom": [[-2.6662, -1.5958, -1.5369], [-1.9736, -0.9113, -0.2316], [-1.5114, -0.1356, 0.5193], [0.3003, -0.5135, 1.0485], [0.5232, -1.8454, -0.0756], [1.5637, -1.4650, -0.9410], [1.1678, -0.0293, -1.3347], [0.9278, 0.6218, -0.0855], [1.5946, -0.7218, 1.5812], [-0.2424, -1.4407, 1.9717], [0.0711, 0.4603, 2.0925], [1.4355, -2.0455, -1.8628], [2.5667, -1.5821, -0.5347], [1.9016, 0.5309, -1.9200], [0.2002, -0.0032, -1.8463], [1.3424, -4.6330, -3.0600], [0.9461, -5.0587, -2.0150], [1.7033, -5.8505, -1.2092], [0.9226, -6.2881, -0.0850], [-0.2029, -5.2737, 0.0408], [-0.4276, -4.8631, -1.4086], [0.5532, -7.2974, -0.2921], [1.5552, -6.3204, 0.8001], [-1.0895, -5.6744, 0.5308], [0.1358, -4.4084, 0.6132], [-1.1345, -5.5222, -1.9176], [-0.7480, -3.8271, -1.4814], [3.4326, 0.3897, 1.3849], [4.0135, 1.3148, 0.9217], [5.3714, 1.3361, 0.7129], [5.7687, 2.6305, 0.2429], [4.5118, 3.2468, -0.3551], [3.4111, 2.6413, 0.5126], [6.1496, 3.2069, 1.0913], [6.5656, 2.5170, -0.4906], [4.5262, 4.3365, -0.3569], [4.3912, 2.9109, -1.3867], [3.2243, 3.2334, 1.4099], [2.4863, 2.4863, -0.0358], [-1.9305, -1.2773, 3.3237], [-2.4640, -0.4742, 4.0189], [-1.9079, 0.0211, 5.1623], [-2.8419, 0.8876, 5.8288], [-3.8128, 1.3358, 4.7458], [-3.8439, 0.1232, 3.8193], [-3.3365, 0.3218, 6.6205], [-2.3085, 1.7180, 6.2736], [-4.7892, 1.6215, 5.1360], [-3.3999, 2.1933, 4.2118], [-4.5916, -0.6091, 4.1287], [-3.9945, 0.4024, 2.7801], [0.0145, 2.9270, -6.0126], [-0.8750, 2.4366, -5.3748], [-1.0275, 1.1062, -5.2304], [-2.2449, 0.8239, -4.5052], [-2.5490, 2.0949, -3.7335], [-1.9949, 3.1710, -4.6638], [-3.0278, 0.5764, -5.2270], [-2.0901, -0.0259, -3.8459], [-3.6048, 2.2119, -3.4978], [-1.9937, 2.0980, -2.7939], [-2.7300, 3.4914, -5.4046], [-1.6097, 4.0281, -4.1185], [0.4433, 2.9591, -11.3140], [0.9967, 2.2129, -10.5610], [1.9846, 1.3676, -10.9537], [2.3727, 0.5265, -9.8514], [1.9451, 1.2798, -8.6022], [0.7050, 2.0208, -9.0864], [1.8619, -0.4340, -9.9527], [3.4470, 0.3582, -9.8889], [1.7666, 0.6312, -7.7474], [2.7151, 1.9998, -8.3209], [-0.1973, 1.4168, -8.9809], [0.5819, 2.9751, -8.5850], [-2.3812, 1.6943, 8.5523], [-2.1201, 0.7931, 9.2893], [-3.0651, -0.0040, 9.8503], [-2.4482, -0.9242, 10.7663], [-0.9957, -1.0150, 10.3246], [-0.7432, 0.3839, 9.7710], [-2.5512, -0.5262, 11.7789], [-2.9600, -1.8824, 10.7120], [-0.3193, -1.3035, 11.1273], [-0.8978, -1.7488, 9.5234], [-0.4214, 1.0806, 10.5466], [-0.0324, 0.3779, 8.9496]],
  "forces_ev_per_a": [[-0.121, -0.526, 0.294], [-0.982, 0.891, -1.603], [-0.092, -0.481, -0.103], [2.069, -0.603, 3.633], [0.265, 0.725, 0.057], [-1.580, 0.129, -1.973], [-0.004, 0.316, 1.316], [-0.614, -0.074, -0.511], [-0.070, -0.321, -0.137], [-0.234, -0.214, -0.637], [0.091, 0.616, -0.748], [0.475, -0.340, 0.097], [0.060, 0.194, 0.235], [0.177, -0.041, 0.083], [0.176, -0.473, -0.516], [0.315, -0.101, -0.035], [-0.454, 0.097, -0.206], [0.053, 0.011, -0.018], [-0.131, -0.015, 0.201], [-0.133, 0.063, 0.129], [0.226, 0.072, 0.543], [0.019, 0.004, -0.040], [0.158, -0.006, -0.122], [0.030, -0.070, -0.025], [-0.017, 0.037, -0.064], [0.009, 0.074, -0.103], [-0.045, 0.027, -0.254], [0.920, -0.137, 0.155], [-0.495, 0.235, 0.205], [0.013, 0.006, -0.099], [0.010, 0.063, -0.080], [-0.125, 0.157, 0.041], [0.401, 0.219, -0.578], [-0.022, 0.012, -0.003], [0.045, -0.149, 0.086], [0.072, -0.014, 0.030], [0.022, 0.001, 0.007], [-0.088, -0.064, 0.023], [-0.176, -0.166, 0.315], [-0.044, -0.239, 0.489], [-0.262, -0.174, -0.243], [-0.045, 0.041, -0.006], [-0.089, 0.080, -0.255], [-0.202, -0.047, -0.092], [0.100, 0.632, 0.186], [-0.031, 0.008, -0.011], [0.164, -0.103, 0.024], [0.037, -0.025, 0.078], [0.019, -0.011, 0.017], [0.017, -0.052, -0.082], [0.021, -0.295, -0.081], [0.219, -0.114, -0.083], [-0.166, 0.202, -0.149], [0.000, 0.135, -0.035], [-0.188, -0.224, 0.240], [-0.027, 0.207, 0.051], [-0.039, -0.335, 0.480], [0.050, 0.051, -0.053], [0.169, -0.068, -0.087], [-0.007, -0.076, -0.040], [-0.027, -0.075, -0.001], [0.079, 0.080, -0.043], [0.033, 0.141, -0.246], [0.173, 0.030, -0.258], [-0.427, -0.031, 0.208], [0.038, 0.057, -0.017], [0.084, -0.086, 0.178], [-0.088, -0.037, 0.178], [0.583, -0.028, 0.060], [-0.025, 0.021, -0.011], [-0.010, 0.036, -0.205], [-0.016, -0.017, -0.030], [0.003, -0.019, 0.002], [-0.065, 0.098, 0.005], [-0.290, -0.012, -0.052], [-0.270, 0.082, 0.214], [0.330, 0.299, 0.128], [0.021, -0.030, -0.049], [0.072, -0.163, 0.095], [0.189, 0.005, 0.023], [-0.081, -0.598, -0.003], [0.005, 0.030, -0.018], [-0.159, 0.099, -0.072], [-0.064, 0.014, 0.044], [-0.019, 0.000, 0.011], [0.018, 0.074, -0.075], [-0.007, 0.279, -0.005]],
  "mulliken_charge": [-0.510, 0.315, -0.293, 0.383, -0.140, -0.323, -0.144, -0.488, -0.175, 0.035, -0.186, 0.256, 0.165, 0.417, -0.096, -0.618, 0.554, -0.393, -0.553, -0.221, 0.129, 0.265, 0.366, 0.386, -0.013, 0.392, -0.315, -0.507, 0.406, -0.392, -0.459, -0.570, -0.018, 0.248, 0.332, 0.331, 0.252, 0.289, -0.012, -0.564, 0.478, -0.389, -0.297, -0.569, -0.388, 0.142, 0.352, 0.309, 0.317, 0.275, 0.270, -0.602, 0.546, -0.399, -0.176, -0.368, -0.439, 0.316, 0.030, 0.362, 0.126, 0.249, 0.320, -0.583, 0.404, -0.354, -0.384, -0.470, -0.178, 0.254, 0.307, 0.308, 0.236, 0.193, 0.259, -0.587, 0.635, -0.360, -0.446, -0.496, -0.446, 0.267, 0.315, 0.316, 0.273, 0.264, 0.279]
}